The following is a quantum chemistry calculation of 15 unconnected molecules or ions with the total composition C6H40O15 at a distorted geometry, from the Open Molecules 2025 dataset.

Results
- HOMO: -9.81 eV
- Max |F|: 0.0670 Eh/bohr
- Energy above the lowest of the compared OMol25 structures with the same formula, charge and spin: 98.6 kcal per mole
- Kohn-Sham gap: 0.347 Eh
- Charge: 0

Last column: Löwdin charge in e.
CARTESIAN COORDINATES (ANGSTROEM)
H1 -4.66574 1.45399 -1.42293  0.031
O1 0.21728 2.24074 -0.63235  -0.095
H2 -0.96816 2.38183 -4.32652  0.067
H3 -0.32635 2.12417 -1.41946  0.027
H4 1.44355 2.72226 3.49412  0.037
H5 -0.86966 -1.22548 -2.52993  0.112
H6 3.07194 3.52539 1.61804  0.031
H7 0.78257 1.65163 2.87439  0.012
C1 -1.31272 -0.97835 1.80704  -0.206
H8 -2.22901 -3.76314 -1.50852  0.151
C2 -2.08585 -2.65975 -1.22757  -0.154
H9 1.88246 0.34950 1.76177  0.022
H10 -3.75630 1.33719 0.53625  -0.049
O2 -4.12196 1.22813 1.39890  -0.060
O3 -4.30306 -0.36756 -1.96455  -0.049
H11 -1.13462 -3.27431 0.62320  0.124
H12 -0.81091 -1.78260 3.71470  0.084
H13 2.93064 3.95535 -1.33939  0.059
H14 -0.44963 1.82709 1.06718  0.009
H15 1.59428 1.01153 0.45711  0.013
H16 0.50937 -2.00451 2.58401  0.062
H17 0.75572 3.01210 -0.97251  0.057
H18 -4.83033 -1.10506 -1.65344  0.061
H19 2.75183 2.33409 -1.66712  -0.002
H20 -2.96215 -2.18972 -0.92368  0.070
C3 -0.69616 -1.08537 0.31297  -0.176
O4 3.25083 2.80851 2.24000  -0.087
O5 4.10782 -2.28221 -0.75064  -0.044
O6 3.46562 0.95008 -2.32674  -0.027
H21 3.15882 0.26206 -1.70331  0.052
C4 -0.99883 -2.51219 -0.18084  -0.238
O7 2.33237 0.60450 0.93617  -0.054
H22 -1.94482 3.36548 -3.62587  0.055
O8 1.37494 1.77556 3.64498  -0.068
C5 -0.26139 -1.30251 2.89061  -0.090
H23 4.33652 0.63532 -2.57608  0.071
H24 0.09497 -0.43079 3.35487  0.030
O9 2.70385 -1.99987 3.33344  -0.067
O10 -4.09968 2.19420 -1.12104  -0.077
H25 2.19344 -4.23166 -2.10055  0.040
O11 -1.27616 2.68418 -3.44381  -0.059
H26 -2.11352 -1.68566 1.92055  0.092
H27 2.92481 -3.74408 -0.95495  -0.023
H28 -1.83596 2.07640 0.37484  0.035
H29 0.30617 -0.83645 -0.07100  0.093
H30 -1.38409 -0.36368 -0.16934  0.089
H31 -3.38277 2.12531 -1.78936  0.037
H32 -0.02447 -2.84311 -0.63988  0.104
O12 2.47031 3.13591 -1.20604  -0.055
H33 4.09821 -1.33119 -0.57016  0.032
H34 2.91867 -1.67281 4.23624  0.071
H35 -4.13379 -0.71443 -2.87011  0.071
C6 -1.62785 -1.98278 -2.53440  -0.234
O13 2.41047 -4.53075 -1.20266  -0.069
H36 -1.88602 -0.05225 1.87418  0.054
H37 -3.48090 1.39319 2.09724  0.025
H38 3.80575 -2.62134 0.10285  0.055
H39 3.36399 2.06880 1.58622  0.028
O14 -1.40447 1.87317 1.21836  -0.086
O15 -2.20539 -2.32006 -3.55353  0.018
H40 2.32550 -1.21405 2.91807  -0.012

The following is a quantum chemistry calculation of 2 unconnected molecules or ions with the total composition C6H15N2O at a distorted geometry, from the Open Molecules 2025 dataset.

Results
- HOMO: -13.64 eV
- Max |F|: 0.0790 Eh/bohr
- Energy above the lowest of the compared OMol25 structures with the same formula, charge and spin: 31.5 kcal per mole
- Kohn-Sham gap: 0.346 Eh
- Charge: +1

Last column: Löwdin charge in e.
CARTESIAN COORDINATES (ANGSTROEM)
C1 -2.40910 -0.73346 0.25422  -0.159
H1 -2.20767 1.43335 -1.05650  0.149
H2 3.62340 0.96273 -0.78752  -0.006
N1 2.94880 0.29609 -0.66691  0.058
H3 2.79116 0.00479 0.28284  0.010
H4 -2.76693 -1.47444 1.07575  0.176
C2 -0.16209 -1.25418 1.24302  -0.053
C3 -0.44366 -1.19624 -1.24844  0.020
C4 0.57554 1.47201 0.84492  0.018
N2 -1.31747 1.66298 -0.60981  0.278
H5 -1.07754 2.55568 -0.95515  0.150
H6 -0.43838 -2.28965 1.29017  0.090
H7 0.35095 -1.86911 -0.99585  0.082
C5 -0.88272 -0.59909 0.09762  -0.456
H8 -1.28064 -1.69574 -1.69837  0.094
H9 1.36742 0.85676 0.61143  -0.008
H10 0.42480 1.37521 1.99939  0.161
O1 -3.15351 -0.13137 -0.46746  0.081
C6 -0.60001 0.92364 0.11880  -0.187
H11 0.95696 -1.02339 1.05812  0.099
H12 0.75496 2.48559 0.55812  0.099
H13 0.03211 -0.54892 -1.99765  0.107
H14 3.16520 -0.46678 -1.29695  0.042
H15 -0.25160 -0.74646 2.34623  0.153

The following is a quantum chemistry calculation of C18H16FN3O in the gas phase, from the Open Molecules 2025 dataset.

Results
- HOMO: -8.62 eV
- Max |F|: 0.0174 Eh/bohr
- SMILES string: Cc1cc(C(=O)Nc2ccc(F)cc2C)n(-c2ccccc2)n1
- Energy above the lowest of the compared OMol25 structures with the same formula, charge and spin: 0.0 kcal per mole
- Kohn-Sham gap: 0.340 Eh
- Charge: 0

Last column: Löwdin charge in e.
CARTESIAN COORDINATES (ANGSTROEM)
C1 -1.61804 -1.07804 -0.69964  -0.416
C2 -0.89463 -0.19733 2.29266  -0.185
H1 -2.49034 -1.53887 1.77958  0.095
N1 -0.95271 0.58506 1.12569  -0.036
C3 0.23918 -0.91385 -2.35893  -0.231
C4 0.04009 0.16021 3.26161  -0.026
F1 3.44892 0.84753 -4.20332  0.059
H2 -0.62917 -2.21854 5.56196  0.100
C5 2.47959 -0.07674 -2.27071  0.038
C6 2.39198 0.25979 -3.60630  -0.271
C7 -0.70339 -1.64976 4.64721  -0.093
O1 -2.56852 -1.72265 -0.30161  0.070
C8 1.56213 -1.08642 -0.19208  -0.014
N2 -0.59406 1.86698 1.21228  0.142
C9 -0.32597 3.80152 -0.27557  -0.031
H3 -0.04208 4.29335 0.65005  0.076
H4 -2.30168 -2.83133 3.85454  0.105
C10 -1.20208 0.23653 -0.16951  -0.131
H5 1.22267 0.24911 -5.39857  0.118
C11 0.13127 -0.56470 4.43341  -0.082
N3 -0.89746 -1.50649 -1.77363  0.138
C12 -1.63902 -1.99554 3.68748  -0.075
H6 -1.19237 4.30794 -0.69821  0.079
H7 1.53343 -0.21244 0.45716  0.086
C13 0.18514 -0.59546 -3.71418  -0.017
C14 1.25778 -0.00598 -4.35197  -0.007
H8 0.78090 -1.77531 0.11895  0.084
H9 -1.13992 1.48985 -1.98126  0.120
H10 -0.71835 -0.80845 -4.26619  0.119
C15 -1.01391 1.38132 -0.92326  0.043
H11 0.67605 1.01273 3.08176  0.104
C16 -1.74737 -1.27169 2.51273  -0.003
H12 -1.31280 -2.28433 -2.27145  0.163
C17 -0.64426 2.37636 -0.00334  -0.325
H13 0.85813 -0.28357 5.18078  0.103
H14 2.52787 -1.56776 -0.04941  0.090
C18 1.40778 -0.68208 -1.62590  -0.196
H15 0.49234 3.87546 -0.99048  0.078
H16 3.39288 0.12358 -1.73231  0.130